No. 1
{"formula": "C4H11OP", "method": "the ωB97M-V functional and the def2-TZVPD basis", "multiplicity": 1, "smiles": "CC(C)P(C)O", "e_lumo_ev": 1.0, "orbital_gap_ev": 9.3, "charge": 0, "relative_energy_ev": 0.0000, "symbols": ["C", "C", "C", "P", "C", "O", "H", "H", "H", "H", "H", "H", "H", "H", "H", "H", "H"], "xyz": [[1.380028, -0.392702, -1.150521], [-0.024541, -0.386162, -0.570489], [-1.091180, -0.316697, -1.637646], [-0.078443, 1.155108, 0.822043], [0.593071, 0.305809, 2.308754], [-1.665842, 1.015465, 1.270681], [1.509717, 0.443390, -1.832995], [2.128385, -0.306981, -0.364192], [1.571202, -1.317522, -1.696556], [-0.178655, -1.278032, 0.048140], [-1.046086, -1.229354, -2.236027], [-0.932041, 0.531488, -2.300302], [-2.088014, -0.248943, -1.203462], [0.374142, 0.956797, 3.156950], [1.671666, 0.199849, 2.218648], [0.117924, -0.660596, 2.464325], [-2.241331, 1.529085, 0.702650]], "forces_ev_per_angstrom": [[-0.17, -0.11, 0.13], [0.48, 1.27, 1.91], [-0.01, 0.10, 0.27], [-0.06, -1.57, -1.72], [-0.21, 0.17, -0.40], [-0.20, -0.13, 0.26], [0.08, 0.11, -0.10], [0.16, -0.03, 0.01], [0.06, -0.02, -0.09], [-0.01, 0.07, -0.02], [-0.08, 0.03, -0.10], [-0.03, 0.12, -0.10], [-0.09, -0.01, -0.03], [0.06, -0.05, 0.00], [0.07, -0.06, 0.02], [0.02, -0.08, 0.02], [-0.08, 0.20, -0.07]]}

No. 2
{"formula": "C4H11PS2", "method": "the ωB97M-V functional and the def2-TZVPD basis", "multiplicity": 1, "e_lumo_ev": [-1.8, -2.8], "orbital_gap_ev": [7.0, 5.6], "charge": 0, "relative_energy_ev": 3.2417, "symbols": ["C", "C", "C", "C", "P", "S", "S", "H", "H", "H", "H", "H", "H", "H", "H", "H", "H", "H"], "xyz": [[0.422475, -1.240058, 0.773270], [-1.866002, -0.448596, 0.868482], [0.467683, 0.161504, -2.528280], [-0.579560, -0.312323, 0.134946], [-1.002688, -0.663498, -1.727556], [1.515622, 2.300345, 2.008021], [-2.589325, 0.466962, -2.130893], [1.282986, -1.582803, 0.179484], [0.774104, -0.806990, 1.738375], [-0.224448, -2.044016, 1.048589], [-2.361632, 0.508089, 0.844621], [-1.806150, -0.643723, 2.007165], [-2.516345, -1.230941, 0.414457], [0.634890, 1.012449, -1.886356], [1.471101, -0.416541, -2.240279], [0.316891, 0.242586, -3.538164], [-0.085556, 0.688118, 0.068899], [0.816334, 1.253584, 2.716895]], "forces_ev_per_angstrom": [[0.40, -0.16, 0.37], [-1.29, 0.43, 2.09], [2.22, -2.50, 4.07], [1.28, 0.21, -1.48], [0.71, 0.98, 0.85], [-1.01, -1.49, 1.01], [0.23, -0.39, -0.18], [-0.32, 0.22, 0.14], [-0.06, -0.20, -0.73], [0.31, -1.34, 0.27], [-0.74, 0.14, -0.29], [0.44, -0.04, -1.75], [0.36, 0.57, 0.44], [-0.31, 1.03, -0.66], [-2.17, 0.60, -1.06], [-0.07, 0.69, -2.34], [-0.98, -0.31, 0.26], [1.00, 1.54, -1.01]]}

Number 1: strongest force on any atom 2.343 eV/Å, E -15662.8609 eV. Number 2: strongest force on any atom 5.272 eV/Å, E -35282.8530 eV.